ORCA calculation (the ωB97M-V functional and the def2-TZVPD basis) on C26H20N8O7RhS2 as an isolated structure at a distorted geometry.

Values from the calculation:
**Electronic energy**: -2874.1059 a.u.
**Total charge**: +1
**HOMO energy (alpha / beta)**: -0.42526 / -0.42525 hartree
**2S+1**: 5
**LUMO energy (alpha / beta)**: -2.587 / -6.823 eV

Element x y z (Å)
Rh1 -2.126486 0.691743 0.726445
C1 -1.959462 -3.881067 -2.758727
N1 -2.260182 -2.956325 -1.647187
C2 -2.325056 -1.630999 -1.672834
N2 -2.637873 -1.166889 -0.476893
C3 -2.569121 -2.286142 0.304588
N3 -2.354533 -3.368804 -0.383853
C4 -0.691114 -3.544593 -3.533386
C5 -0.632015 -3.923698 -4.880828
C6 0.483320 -3.648741 -5.633706
C7 1.598072 -3.005555 -5.050429
C8 1.526246 -2.576515 -3.738376
C9 0.412916 -2.867886 -2.983233
C10 2.649298 -1.856185 -3.133193
N4 3.901997 -2.088458 -3.252872
N5 4.572967 -1.132120 -2.499030
C11 3.677437 -0.350912 -2.021261
O1 2.427516 -0.757227 -2.353334
C12 3.780591 0.857976 -1.213776
C13 4.787117 1.040662 -0.276786
C14 4.812213 2.195644 0.482218
C15 3.887269 3.209306 0.234474
C16 2.924135 3.090920 -0.725007
C17 1.861657 4.140889 -0.921821
N6 0.522174 3.537022 -0.871652
C18 0.018385 2.723101 0.037471
N7 -1.142929 2.204580 -0.407371
C19 -1.310472 2.794050 -1.596551
N8 -0.311951 3.608998 -1.931997
C20 2.885890 1.873862 -1.436430
H1 -2.851981 -3.908796 -3.370533
H2 -1.917353 -4.838080 -2.241829
H3 -2.221467 -1.030701 -2.580298
H4 -2.652140 -2.227669 1.345779
H5 -1.511147 -4.387849 -5.313770
H6 0.551342 -3.878983 -6.731566
H7 2.503246 -2.790624 -5.623511
H8 0.424124 -2.551429 -1.942107
H9 5.556921 0.306584 -0.047346
H10 5.600697 2.331610 1.220599
H11 3.890531 4.116697 0.803193
H12 1.952733 4.622760 -1.901831
H13 1.924365 4.950005 -0.160770
H14 0.493775 2.461980 0.954334
H15 -2.117821 2.580310 -2.255085
H16 2.139319 1.806999 -2.255820
O2 -2.182319 2.344300 2.207537
S1 -3.315772 1.755461 2.965055
O3 -4.350485 2.649839 3.339926
O4 -3.845187 0.584381 2.051783
C21 -2.705189 1.003414 4.469894
C22 -3.437783 1.294430 5.623874
C23 -3.049565 0.782738 6.856629
C24 -1.893370 0.021614 6.953956
C25 -1.149225 -0.257515 5.808645
C26 -1.532686 0.259265 4.601795
S2 -0.338696 -0.031457 3.293888
O5 0.523582 -1.090575 3.702217
O6 0.245211 1.206721 2.829213
O7 -1.184005 -0.519530 2.078775
H17 -4.380140 1.830391 5.520920
H18 -3.725966 0.973172 7.704925
H19 -1.616492 -0.422887 7.909377
H20 -0.235065 -0.873212 5.797488

Cartesian forces (eV/Å) of the 3 atoms listed first:
-0.3 -0.9 0.5
0.1 0.1 0.9
0.9 0.9 -0.6

Taken from the natural (NBO) analysis, the atomic charges in e are:
1 Rh 1.6905
2 C -0.2352
3 N -0.1404
4 C 0.2169
5 N -0.6126
6 C 0.1600
7 N -0.2292
8 C -0.0608
9 C -0.1883
10 C -0.1944
11 C -0.1434
12 C -0.1197
13 C -0.1492
14 C 0.4444
15 N -0.2617
16 N -0.2640
17 C 0.4442
18 O -0.4283
19 C -0.0391
20 C -0.1636
21 C -0.1932
22 C -0.1747
23 C -0.0638
24 C -0.2396
25 N -0.1328
26 C 0.2371
27 N -0.6020
28 C 0.1626
29 N -0.2281
30 C -0.2039
31 H 0.2312
32 H 0.2572
33 H 0.2330
34 H 0.2346
35 H 0.2228
36 H 0.2397
37 H 0.2435
38 H 0.2136
39 H 0.2434
40 H 0.2346
41 H 0.2163
42 H 0.2593
43 H 0.2407
44 H 0.2742
45 H 0.2225
46 H 0.2217
47 O -0.9383
48 S 2.3452
49 O -0.8761
50 O -0.8937
51 C -0.3447
52 C -0.1486
53 C -0.1827
54 C -0.1821
55 C -0.1216
56 C -0.3315
57 S 2.3842
58 O -0.8920
59 O -0.9576
60 O -0.9422
61 H 0.2609
62 H 0.2437
63 H 0.2404
64 H 0.2613

ORCA calculation (the ωB97M-V functional and the def2-TZVPD basis) on C26H21BrGaN6O2 as an isolated structure.

Values from the calculation:
**Electronic energy**: -5981.0913 a.u.
**Total charge**: +1
**HOMO energy**: -0.38171 hartree
**LUMO energy**: -2.695 eV

Element x y z (Å)
Ga1 0.939587 0.562240 -0.943962
C1 0.716796 -4.642701 3.752944
C2 0.568406 -3.367213 2.968826
C3 -0.248254 -2.324211 3.398169
C4 -0.361611 -1.161132 2.668640
C5 0.281781 -0.987891 1.435512
N1 0.149161 0.178035 0.700972
C6 -0.746226 1.216150 1.052442
C7 -2.109557 1.016091 1.255825
C8 -2.950166 2.074070 1.548118
C9 -2.466343 3.377726 1.632676
C10 -3.380047 4.529907 1.943106
C11 -1.117444 3.590164 1.389231
C12 -0.264621 2.531825 1.102160
N2 1.118540 2.802820 0.884369
C13 1.878111 3.732252 1.490795
C14 3.139247 3.675481 0.937567
C15 3.069002 2.665838 -0.018399
N3 1.844923 2.144790 -0.041649
C16 1.120885 -2.036838 1.005497
C17 1.262353 -3.182763 1.789395
N4 1.779707 -2.050736 -0.267546
C18 2.191250 -3.146271 -0.928510
C19 2.888401 -2.750150 -2.055274
C20 2.849375 -1.368422 -2.031949
N5 2.180404 -0.947592 -0.946592
H1 -0.126242 -4.789335 4.425548
H2 0.781956 -5.501178 3.084907
H3 1.626415 -4.624346 4.356806
H4 -0.792486 -2.419060 4.329850
H5 -0.975972 -0.359447 3.049118
H6 -2.499881 0.010491 1.163619
H7 -4.006152 1.884435 1.694657
H8 -4.320147 4.175722 2.360858
H9 -2.918976 5.215707 2.653274
H10 -3.604736 5.095589 1.036907
H11 -0.723733 4.599661 1.403292
H12 1.492456 4.353924 2.279837
H13 3.993454 4.270470 1.206346
H14 3.830705 2.303091 -0.688161
H15 1.937867 -3.967750 1.476343
H16 1.947430 -4.138525 -0.597928
H17 3.356824 -3.385340 -2.785608
H18 3.264207 -0.655130 -2.725988
Br1 -2.637191 -2.495149 -1.294549
C21 -1.895401 -1.649349 -2.811483
C22 -2.344983 -2.093726 -4.046604
C23 -1.896636 -1.446852 -5.181544
C24 -1.059178 -0.356105 -5.032253
C25 -0.671594 0.012131 -3.757262
N6 -1.043092 -0.643300 -2.648805
C26 0.104380 1.299475 -3.595209
O1 0.157687 2.065509 -4.516857
O2 0.671490 1.555841 -2.425902
H19 -3.042061 -2.916221 -4.103438
H20 -2.236202 -1.756234 -6.160576
H21 -0.703867 0.223530 -5.871560

Cartesian forces (eV/Å) of the 3 atoms listed first:
0.1 0.2 0.6
0.1 0.1 0.0
-0.1 0.0 0.0

Taken from the natural (NBO) analysis, the atomic charges in e are:
1 Ga 1.9141
2 C -0.6304
3 C -0.0241
4 C -0.1657
5 C -0.2445
6 C 0.1668
7 N -0.8519
8 C 0.1010
9 C -0.2051
10 C -0.1786
11 C 0.0000
12 C -0.6320
13 C -0.2167
14 C 0.1546
15 N -0.1398
16 C 0.0162
17 C -0.3142
18 C 0.0241
19 N -0.4041
20 C 0.1139
21 C -0.2067
22 N -0.1210
23 C 0.0362
24 C -0.3092
25 C 0.0207
26 N -0.4644
27 H 0.2266
28 H 0.2200
29 H 0.2286
30 H 0.2239
31 H 0.2305
32 H 0.2356
33 H 0.2249
34 H 0.2265
35 H 0.2264
36 H 0.2333
37 H 0.2230
38 H 0.2452
39 H 0.2557
40 H 0.2327
41 H 0.2116
42 H 0.2495
43 H 0.2606
44 H 0.2439
45 Br 0.0849
46 C 0.1466
47 C -0.2540
48 C -0.1378
49 C -0.1972
50 C 0.0814
51 N -0.4676
52 C 0.7655
53 O -0.5397
54 O -0.8660
55 H 0.2468
56 H 0.2390
57 H 0.2601